A molecular structure, C37H64BF4FeN5PSi4. Source: the OMol25 dataset; level of theory: wB97M-V/def2-TZVPD.

Computed properties:
- <S²> = 6.02
- 2S+1 = 5
- energy relative to the best compared isomer or geometry (same formula, charge and spin) (kcal per mole) = 6.8
- frontier orbital gap (spin up / spin down) (Ha) = 0.2555 / 0.2554
- total energy (Eh) = -4909.86694
- charge = -1

```
117
Properties=species:S:1:pos:R:3:mulliken_spin:R:1
Fe -1.32 -0.08 -0.25 3.426
P -0.77 2.22 0.76 0.066
Si 2.56 -0.83 -0.97 -0.012
Si 3.49 0.80 -2.49 -0.002
Si 4.67 -0.76 0.58 0.001
Si 3.07 -2.99 -1.84 0.002
F -2.23 -1.86 -1.20 0.021
F -2.06 -3.55 0.36 -0.003
F -1.03 -3.76 -1.69 -0.003
F -3.32 -3.85 -1.55 0.000
N -3.03 0.36 0.73 0.108
N 1.50 -1.09 0.63 0.063
N -0.02 0.47 -1.97 0.110
N -0.15 -1.98 1.71 -0.012
N 0.35 -1.46 -2.94 0.022
C -2.56 3.59 2.47 -0.017
C 1.88 2.83 1.09 -0.001
C -4.02 4.98 4.00 0.000
C 0.78 -0.63 -1.95 -0.098
C 1.93 -1.42 1.90 0.006
C -3.77 3.78 3.13 0.010
C -4.87 -0.84 -0.32 -0.021
C 2.17 -4.20 -0.71 0.000
C -5.10 -2.51 1.88 -0.003
C -4.03 -0.66 0.78 0.031
C -2.31 2.48 1.67 -0.041
C -5.80 -1.87 -0.30 -0.002
C 4.88 0.68 1.83 0.000
C -0.72 -0.91 -3.60 0.016
C -3.29 1.47 1.50 0.110
C -5.91 -2.73 0.78 0.006
C 0.56 2.90 1.84 0.052
C -0.89 3.42 -0.65 0.007
C -2.24 3.23 -1.34 0.032
C -6.86 -3.89 0.74 0.000
C 4.89 -3.48 -1.94 0.000
C 4.75 -0.12 -3.56 0.000
C -4.15 -1.48 1.90 -0.034
C -3.31 -1.28 3.12 -0.002
C 0.63 2.13 3.16 0.009
C 6.35 -0.62 -0.33 0.000
C -4.53 1.69 2.15 0.020
C 0.18 -1.44 0.51 0.051
C -0.70 4.89 -0.30 0.005
C 2.49 -3.31 -3.63 0.000
C -0.94 0.28 -3.00 0.025
C 2.28 1.54 -3.74 0.003
C -4.75 0.06 -1.52 0.035
C -4.74 2.80 2.93 -0.004
C 0.91 -1.98 2.57 -0.003
C 4.39 2.28 -1.72 0.000
C 4.94 -2.28 1.72 0.000
B -2.17 -3.29 -1.02 0.037
H 0.86 -2.38 3.57 -0.001
H 5.58 -0.53 -2.98 0.000
H 1.43 2.53 3.78 -0.001
H 4.84 2.07 -0.75 0.000
H -5.71 2.92 3.42 0.000
H 1.84 3.39 0.15 0.000
H -4.86 5.58 3.63 0.001
H 2.51 -4.10 0.32 0.000
H 4.93 -4.51 -2.29 0.000
H 0.32 3.95 2.05 -0.003
H -0.31 2.20 3.71 0.001
H 5.45 -3.42 -1.01 0.000
H -1.05 -2.43 1.83 -0.006
H -3.14 5.63 4.03 0.000
H -5.16 -3.17 2.74 0.000
H -3.02 -2.24 3.56 0.000
H 5.18 0.57 -4.29 0.000
H 1.09 -4.02 -0.72 0.001
H 0.64 -2.42 -3.04 0.003
H 2.28 -2.40 -4.19 0.000
H -1.23 -1.43 -4.39 -0.003
H 1.51 2.14 -3.26 -0.001
H 3.28 -3.86 -4.15 0.000
H 5.10 1.62 1.32 0.000
H 2.69 3.24 1.69 0.000
H -6.42 -2.03 -1.18 0.000
H -1.78 4.33 2.60 0.001
H -2.25 3.76 -2.30 0.000
H 2.13 1.80 0.84 -0.003
H 4.51 -3.21 1.33 0.000
H 0.83 1.07 2.97 0.000
H -0.84 5.51 -1.19 -0.001
H 4.51 -2.13 2.71 0.000
H -7.87 -3.58 0.46 0.000
H -1.67 1.03 -3.24 -0.014
H -4.25 4.69 5.03 0.001
H 5.19 2.60 -2.40 0.000
H 6.43 0.29 -0.92 0.000
H 3.72 3.13 -1.59 0.000
H -6.53 -4.62 -0.01 0.000
H 6.55 -1.46 -1.00 0.000
H -2.41 -0.71 2.90 0.001
H 2.93 -1.25 2.24 0.000
H 5.73 0.45 2.48 0.000
H 4.01 0.87 2.47 0.000
H 4.28 -0.94 -4.10 0.000
H -6.92 -4.40 1.70 0.000
H 1.77 0.76 -4.31 0.000
H 1.59 -3.94 -3.66 0.000
H -1.44 5.21 0.44 0.000
H -4.74 1.11 -1.23 -0.001
H 5.41 -2.87 -2.68 0.000
H -5.32 0.96 2.04 0.002
H -3.04 3.62 -0.72 0.002
H -2.47 2.18 -1.54 -0.001
H 6.02 -2.45 1.86 0.000
H 0.29 5.11 0.09 0.001
H 2.84 2.17 -4.44 0.000
H -3.82 -0.15 -2.06 -0.002
H -3.86 -0.73 3.89 -0.001
H -5.58 -0.11 -2.21 0.000
H 7.13 -0.61 0.43 0.000
H -0.10 3.09 -1.34 0.009
H 2.34 -5.23 -1.03 0.000
```